Entry a
{"formula": "C7H8", "method": "ωB97M-V with the def2-TZVPD basis set", "e_lumo_ev": 0.58, "orbital_gap_ev": 10.87, "symbols": ["C", "C", "C", "C", "C", "C", "C", "H", "H", "H", "H", "H", "H", "H", "H"], "coordinates": [[-1.0409, -0.7244, -1.0652], [-0.2141, 0.0214, -0.0049], [-1.0158, 0.2435, 1.2884], [1.0893, -0.6548, 0.2569], [2.2822, -0.8287, 0.3110], [0.3732, 1.2925, -0.5344], [0.9864, 2.3115, -0.9576], [-0.4767, -0.8192, -1.9962], [-1.9655, -0.1770, -1.2757], [-1.3036, -1.7238, -0.7030], [-1.2800, -0.7198, 1.7372], [-0.4328, 0.8245, 2.0072], [-1.9391, 0.7900, 1.0702], [3.3386, -0.9748, 0.3555], [1.5987, 1.1391, -0.4894]], "nbo_charge": [-0.580, -0.174, -0.580, 0.007, -0.233, -0.350, -0.066, 0.229, 0.220, 0.219, 0.219, 0.229, 0.220, 0.250, 0.392]}

=====

Entry b
{"formula": "C7H8", "method": "ωB97M-V with the def2-TZVPD basis set", "smiles": "Cc1ccccc1", "e_lumo_ev": 1.00, "orbital_gap_ev": 9.65, "symbols": ["C", "C", "C", "C", "C", "C", "C", "H", "H", "H", "H", "H", "H", "H", "H"], "coordinates": [[-0.4691, 1.6251, 1.4068], [-0.7786, 0.4720, -0.8574], [-0.3164, 0.4450, 0.4652], [0.1521, -0.7571, 0.9370], [0.9857, -1.4762, 0.0828], [0.7597, -1.3372, -1.3063], [-0.3419, -0.5384, -1.7262], [0.2932, 2.2903, 1.0033], [-1.3694, 2.2083, 1.1689], [-0.4413, 1.2864, 2.4271], [-1.2518, 1.4080, -1.1477], [0.1888, -0.9508, 2.0020], [1.7758, -2.1480, 0.3961], [1.3157, -1.8967, -2.0564], [-0.5023, -0.6308, -2.7952]], "nbo_charge": [-0.635, -0.245, 0.015, -0.214, -0.209, -0.237, -0.202, 0.230, 0.215, 0.223, 0.214, 0.202, 0.217, 0.213, 0.214]}

=====

Entry c
{"formula": "C7H8", "method": "ωB97M-V with the def2-TZVPD basis set", "smiles": "Cc1ccccc1", "e_lumo_ev": 1.09, "orbital_gap_ev": 9.83, "symbols": ["C", "C", "C", "C", "C", "C", "C", "H", "H", "H", "H", "H", "H", "H", "H"], "coordinates": [[1.5643, 0.0334, -1.7563], [0.7519, -0.0093, -0.4988], [0.2248, -1.2004, -0.0190], [-1.0143, -1.2063, 0.6110], [-1.5410, 0.0167, 0.9921], [-0.7632, 1.1786, 0.9138], [0.3694, 1.1812, 0.1244], [2.3157, -0.7501, -1.8414], [0.9152, -0.0916, -2.6201], [2.0826, 0.9850, -1.8379], [0.7249, -2.1382, -0.2336], [-1.3748, -2.1308, 1.0455], [-2.5585, 0.1664, 1.3372], [-1.1403, 2.0024, 1.5011], [0.9584, 2.0686, -0.0912]], "nbo_charge": [-0.626, -0.007, -0.205, -0.226, -0.215, -0.210, -0.225, 0.215, 0.223, 0.211, 0.208, 0.218, 0.210, 0.215, 0.214]}

=====

entry c has the most favorable energy; the next structure is 0.0216 hartree above.

=====

Entry a
{"formula": "C7H8", "method": "ωB97M-V with the def2-TZVPD basis set", "e_lumo_ev": [-0.62, -0.49], "orbital_gap_ev": [7.61, 6.79], "symbols": ["C", "C", "C", "C", "C", "C", "C", "H", "H", "H", "H", "H", "H", "H", "H"], "coordinates": [[-0.7923, 1.7047, 0.0225], [0.5160, 1.3404, 0.0628], [-1.3515, -1.9697, -0.0182], [-0.7226, -0.6787, 0.0856], [-1.6804, 0.5270, -0.0531], [0.6677, -0.0197, 0.1079], [1.8662, -0.7805, -0.0632], [-1.0768, 2.6401, 0.3054], [1.2959, 2.0704, 0.0091], [-0.9143, -2.6966, 0.5499], [-2.5767, 0.6959, 0.5563], [-1.9704, 0.2372, -1.1844], [1.7116, -1.2438, -0.9973], [2.2755, -1.6632, 0.5806], [2.7521, -0.1635, 0.0361]], "nbo_charge": [-0.103, -0.261, -0.170, -0.131, -0.499, 0.042, -0.669, 0.199, 0.222, 0.125, 0.251, 0.293, 0.242, 0.237, 0.222]}

=====

Entry b
{"formula": "C7H8", "method": "ωB97M-V with the def2-TZVPD basis set", "smiles": "Cc1ccccc1", "e_lumo_ev": 0.88, "orbital_gap_ev": 9.43, "symbols": ["C", "C", "C", "C", "C", "C", "C", "H", "H", "H", "H", "H", "H", "H", "H"], "coordinates": [[-0.7456, 0.0750, -2.0145], [-0.3385, -0.2635, -0.5720], [0.8327, -0.9239, -0.2879], [1.4904, -0.6676, 0.9662], [0.9269, 0.4057, 1.7062], [-0.4766, 0.6278, 1.6196], [-1.1888, 0.1649, 0.4948], [-1.5816, 0.8250, -2.0563], [0.1045, 0.5646, -2.5222], [-0.9089, -0.7000, -2.7608], [1.2894, -1.4333, -1.1295], [2.3157, -1.2831, 1.4346], [1.6250, 0.9422, 2.4308], [-1.0029, 1.2906, 2.3490], [-2.3419, 0.3757, 0.3420]], "nbo_charge": [-0.646, -0.006, -0.252, -0.198, -0.233, -0.234, -0.212, 0.220, 0.222, 0.223, 0.220, 0.228, 0.219, 0.225, 0.226]}

=====

entry b has the most favorable energy; the next structure is 0.1570 hartree above.

=====

Entry a
{"formula": "C4H5NS", "method": "ωB97M-V with the def2-TZVPD basis set", "smiles": "C1=NS[C@@H]2C[C@@H]12", "e_lumo_ev": 0.83, "orbital_gap_ev": 9.64, "symbols": ["C", "C", "C", "C", "H", "H", "H", "H", "H", "N", "S"], "coordinates": [[0.7933, 0.6500, 1.1009], [-0.5729, 0.6995, 0.3780], [-0.2772, -1.2155, -0.8422], [0.5300, -0.2154, -0.1355], [1.6844, 1.3045, 0.9590], [0.6731, 0.2562, 2.0994], [-1.1762, 0.1576, 1.1079], [-0.1126, -2.2770, -1.0565], [1.1005, 0.2978, -0.9195], [-1.2290, -0.6757, -1.5531], [-1.4134, 1.0180, -1.1384]], "nbo_charge": [-0.320, -0.430, 0.050, -0.329, 0.235, 0.225, 0.210, 0.219, 0.219, -0.517, 0.440]}

=====

Entry b
{"formula": "C4H5NS", "method": "ωB97M-V with the def2-TZVPD basis set", "smiles": "N#CCS.C#C", "e_lumo_ev": 0.47, "orbital_gap_ev": 10.31, "symbols": ["C", "C", "C", "C", "N", "S", "H", "H", "H", "H", "H"], "coordinates": [[-2.2861, 1.5742, 0.1748], [2.3926, -0.4008, -0.7207], [2.6177, -1.5236, -0.9965], [-1.2010, 0.6515, 0.4640], [-2.9046, 2.5152, 0.0527], [-1.7986, -1.0885, 0.5545], [2.0325, 0.6307, -0.5926], [3.0897, -2.4220, -1.2664], [-0.7343, 0.9676, 1.4043], [-0.4322, 0.7635, -0.3253], [-0.7757, -1.6679, 1.2512]], "nbo_charge": [0.260, -0.248, -0.223, -0.620, -0.286, -0.010, 0.237, 0.233, 0.263, 0.251, 0.143]}

=====

Entry c
{"formula": "C4H5NS", "method": "ωB97M-V with the def2-TZVPD basis set", "smiles": "C=C(C)SC#N", "e_lumo_ev": -0.41, "orbital_gap_ev": 9.06, "symbols": ["C", "C", "C", "C", "N", "S", "H", "H", "H", "H", "H"], "coordinates": [[2.0687, 0.4704, -0.2514], [-1.0695, 0.9691, 0.9350], [-0.4765, -0.0133, 0.3123], [-0.5277, -1.0979, -0.6391], [2.5835, 1.1689, -1.0047], [1.6088, -0.3587, 1.1076], [-0.4917, 1.6115, 1.6010], [-2.1446, 1.2536, 0.8153], [-1.4927, -1.2870, -1.1999], [0.1610, -0.6920, -1.4883], [-0.2193, -2.0245, -0.1878]], "nbo_charge": [-0.001, -0.471, 0.177, -0.731, -0.341, 0.117, 0.249, 0.239, 0.246, 0.263, 0.254]}

=====

entry c has the most favorable energy; the next structure is 0.0161 hartree above.

=====

Entry a
{"formula": "C4H5NS", "method": "ωB97M-V with the def2-TZVPD basis set", "smiles": "S[C@@H]1C=CC=N1", "e_lumo_ev": 0.26, "orbital_gap_ev": 9.38, "symbols": ["C", "C", "C", "C", "N", "S", "H", "H", "H", "H", "H"], "coordinates": [[0.9628, 0.3063, 0.8354], [0.9680, 0.0531, -0.4692], [-0.4690, 0.2989, 1.3433], [-0.4538, -0.0887, -0.8421], [-1.2131, 0.0886, 0.3275], [-0.8400, -1.6996, -1.5922], [1.8065, 0.6136, 1.3984], [1.8215, -0.0924, -1.1100], [-0.8463, 0.5229, 2.2443], [-0.9310, 0.5946, -1.7661], [-0.1599, -2.2298, -0.6359]], "nbo_charge": [-0.261, -0.215, 0.066, -0.239, -0.400, 0.031, 0.215, 0.235, 0.194, 0.268, 0.104]}

=====

Entry b
{"formula": "C4H5NS", "method": "ωB97M-V with the def2-TZVPD basis set", "e_lumo_ev": [-0.73, -0.67], "orbital_gap_ev": [7.24, 7.64], "symbols": ["C", "C", "C", "C", "N", "S", "H", "H", "H", "H", "H"], "coordinates": [[-2.2027, 0.8185, -0.0063], [-1.0059, 1.2536, -0.1049], [-3.4530, 0.6616, 0.2370], [2.6666, 0.0092, 0.2668], [2.1252, 1.3348, 0.0456], [0.6116, 1.8412, -0.2768], [-4.2199, 1.4664, -0.0341], [-3.7918, -0.1958, 0.7397], [2.3165, -0.5954, -0.5605], [3.7336, 0.0727, 0.3126], [2.3603, -0.5723, 1.2633]], "nbo_charge": [0.019, -0.363, -0.434, -0.451, -0.652, 0.815, 0.233, 0.223, 0.202, 0.216, 0.191]}

=====

entry a has the most favorable energy; the next structure is 0.1388 hartree above.

=====

Entry a
{"formula": "C4H8O", "method": "ωB97M-V with the def2-TZVPD basis set", "smiles": "C=CO.C=C", "e_lumo_ev": 0.83, "orbital_gap_ev": 10.41, "symbols": ["C", "C", "H", "H", "H", "H", "C", "C", "O", "H", "H", "H", "H"], "coordinates": [[-3.6192, 1.6045, 2.0072], [-2.4992, 1.4172, 1.3273], [-4.5251, 2.1183, 1.7065], [-3.8053, 1.0475, 2.9492], [-2.3942, 1.9520, 0.3635], [-1.6658, 0.8022, 1.6531], [2.8041, -0.3683, -1.7620], [2.8599, -1.6529, -1.4331], [1.6820, -2.3136, -1.1338], [3.7930, 0.0514, -1.8881], [1.9715, 0.1102, -2.2711], [3.7709, -2.2911, -1.3277], [1.6276, -2.4775, -0.1911]], "nbo_charge": [-0.387, -0.388, 0.197, 0.184, 0.192, 0.201, -0.478, 0.137, -0.729, 0.197, 0.221, 0.172, 0.481]}

=====

Entry b
{"formula": "C4H8O", "method": "ωB97M-V with the def2-TZVPD basis set", "smiles": "C1=COCC1.[H][H]", "e_lumo_ev": 1.15, "orbital_gap_ev": 9.61, "symbols": ["C", "C", "C", "O", "C", "H", "H", "H", "H", "H", "H", "H", "H"], "coordinates": [[0.4171, 0.5094, -0.3446], [-1.0552, 0.8165, -0.1864], [-1.6331, -0.6085, -0.1066], [-0.5325, -1.4815, 0.2126], [0.6007, -0.7792, -0.0679], [1.1905, 1.2307, -0.5739], [2.9778, 0.3911, 0.9397], [-1.4846, 1.3780, -1.0226], [-1.2447, 1.3929, 0.7295], [-2.3999, -0.7433, 0.6593], [-2.0358, -0.9268, -1.0765], [1.5141, -1.3601, -0.0132], [3.6856, 0.1808, 0.8504]], "nbo_charge": [-0.326, -0.455, -0.070, -0.500, 0.137, 0.225, -0.001, 0.216, 0.205, 0.192, 0.176, 0.204, -0.002]}

=====

entry b has the most favorable energy; the next structure is 0.0233 hartree above.

=====

Entry a
{"formula": "C4H8O", "method": "ωB97M-V with the def2-TZVPD basis set", "e_lumo_ev": 0.96, "orbital_gap_ev": 10.02, "symbols": ["C", "C", "C", "O", "C", "H", "H", "H", "H", "H", "H", "H", "H"], "coordinates": [[0.7498, 0.6449, 0.0008], [-0.7970, 0.8642, 0.0905], [-1.2486, -0.5526, -0.3586], [-0.2566, -1.4781, 0.1304], [0.9508, -0.7644, 0.3560], [1.0436, 0.8666, -1.0243], [1.8724, 0.8061, 0.4183], [-1.1869, 1.6273, -0.5968], [-1.1650, 1.0764, 1.0959], [-2.2271, -0.8472, 0.0540], [-1.3062, -0.6488, -1.4524], [1.3107, -1.0748, 1.3267], [2.2600, -0.5194, -0.0404]], "nbo_charge": [-0.474, -0.443, -0.069, -0.524, -0.013, 0.203, 0.243, 0.220, 0.212, 0.200, 0.170, 0.178, 0.098]}

=====

Entry b
{"formula": "C4H8O", "method": "ωB97M-V with the def2-TZVPD basis set", "e_lumo_ev": 0.91, "orbital_gap_ev": 9.81, "symbols": ["C", "C", "C", "O", "C", "H", "H", "H", "H", "H", "H", "H", "H"], "coordinates": [[1.7748, 0.6392, -0.4636], [0.6866, -0.2373, 0.0844], [-0.6279, 0.0111, -0.0656], [-1.2167, 1.0345, -0.8249], [-1.6978, -0.8984, 0.5877], [2.7765, 0.3181, -0.1721], [1.8577, 0.6344, -1.5560], [1.5100, 1.6715, -0.1327], [1.0338, -1.1795, 0.4894], [-0.4553, 1.3373, -0.1962], [-1.1091, -1.7542, 0.9165], [-2.0829, -0.3963, 1.4706], [-2.4497, -1.1804, -0.1376]], "nbo_charge": [-0.654, -0.307, 0.231, -0.657, -0.637, 0.227, 0.223, 0.202, 0.220, 0.499, 0.211, 0.220, 0.223]}

=====

Entry c
{"formula": "C4H8O", "method": "ωB97M-V with the def2-TZVPD basis set", "smiles": "C=CC.C=O", "e_lumo_ev": 0.89, "orbital_gap_ev": 10.19, "symbols": ["C", "C", "C", "C", "O", "H", "H", "H", "H", "H", "H", "H", "H"], "coordinates": [[-0.7651, -0.1961, 0.9097], [0.5064, -0.3776, 0.4799], [1.5219, 0.7112, 0.3860], [-1.2654, -0.3880, -1.3244], [-1.5853, -1.5131, -1.6323], [-1.9705, 0.4401, -1.1516], [-1.3715, -1.0266, 1.2331], [-1.1048, 0.7882, 1.1988], [0.8805, -1.3875, 0.3651], [-0.2207, 0.0022, -1.5756], [1.0543, 1.6936, 0.4351], [2.2275, 0.6226, 1.2151], [2.0926, 0.6310, -0.5389]], "nbo_charge": [-0.436, -0.111, -0.660, 0.250, -0.573, 0.130, 0.225, 0.200, 0.209, 0.098, 0.214, 0.234, 0.220]}

=====

Entry d
{"formula": "C4H8O", "method": "ωB97M-V with the def2-TZVPD basis set", "e_lumo_ev": 0.66, "orbital_gap_ev": 8.70, "symbols": ["C", "C", "C", "O", "C", "H", "H", "H", "H", "H", "H", "H", "H"], "coordinates": [[-0.3845, 0.3456, -1.4795], [0.0449, 0.5988, -0.0377], [-0.5370, -0.3825, 0.9691], [0.6319, -1.1709, 1.3346], [1.5115, 0.1981, 0.2269], [0.1995, 0.9668, -2.1659], [-1.4473, 0.5714, -1.6333], [-0.2045, -0.7001, -1.7571], [-0.1914, 1.6359, 0.2396], [-1.3392, -1.0271, 0.5893], [-0.8678, 0.0863, 1.8971], [1.8358, 0.7645, 1.1211], [0.7480, -1.8868, 0.6958]], "nbo_charge": [-0.604, -0.388, -0.051, -0.638, -0.122, 0.218, 0.201, 0.201, 0.200, 0.180, 0.196, 0.109, 0.499]}

=====

entry c has the most favorable energy; the next structure is 0.0090 hartree above.